{"formula": "C4H8ClNS", "method": "ωB97M-V with the def2-TZVPD basis set", "elements": ["C", "C", "C", "C", "N", "S", "Cl", "H", "H", "H", "H", "H", "H", "H", "H"], "coordinates": [[-2.5800, 0.0602, 1.1194], [2.3685, -0.6829, -0.1061], [0.7005, 1.1514, -0.3025], [0.8568, -0.3964, -0.2252], [0.0469, -1.3561, -0.0158], [-3.0833, 0.5508, -0.4610], [-3.4730, -0.9507, 2.1546], [2.7628, -1.3093, -0.9364], [2.8654, 0.3292, -0.3371], [2.6107, -1.0779, 0.8242], [-0.3100, 1.5858, -0.2680], [1.2542, 1.4837, -1.2115], [1.2703, 1.3946, 0.6839], [-4.3540, 0.1545, -0.8799], [-0.9357, -0.9370, -0.0387]], "forces_ev_per_angstrom": [[-0.38, 0.41, -1.11], [-0.02, 2.22, -3.59], [0.45, -0.90, 1.14], [1.04, -0.02, 0.76], [-1.55, 1.72, -0.59], [-0.24, -0.38, 1.17], [-0.21, 0.29, -0.66], [-0.53, -0.07, 0.68], [-0.24, -1.60, 0.92], [0.54, -0.61, 1.60], [0.34, -0.41, -0.04], [-0.32, 0.07, 0.89], [-0.96, 0.35, -1.88], [0.52, -0.16, 0.64], [1.55, -0.92, 0.08]], "relative_energy_ev": 3.394, "orbital_gap_ev": 8.4}

{"formula": "C9H11NO2S2", "method": "ωB97M-V with the def2-TZVPD basis set", "elements": ["N", "C", "C", "S", "S", "C", "C", "C", "C", "C", "C", "C", "O", "O", "H", "H", "H", "H", "H", "H", "H", "H", "H", "H", "H"], "coordinates": [[-0.7678, 1.2872, 2.4542], [-1.6772, 0.3029, 1.8433], [-0.9312, -0.9985, 1.7676], [0.8516, -1.0745, 2.2849], [2.1105, 0.1822, 0.9759], [1.3822, -0.2695, -0.5792], [1.7287, -1.5324, -1.0961], [1.1168, -1.9496, -2.3291], [0.2898, -1.0022, -3.0009], [0.1233, 0.3144, -2.5500], [0.6272, 0.6940, -1.3306], [0.4024, 2.1167, -0.8914], [0.1161, 2.9959, -1.7331], [0.5921, 2.3231, 0.3632], [0.1146, 0.8398, 2.5843], [-1.0196, 1.5829, 3.3940], [-0.6197, 2.2025, 1.8607], [-2.5689, 0.2985, 2.5225], [-2.0952, 0.5582, 0.7777], [-1.0375, -1.4500, 0.7572], [-1.4335, -1.7672, 2.3375], [2.2660, -2.3217, -0.5293], [1.1501, -3.0023, -2.7787], [-0.2200, -1.2734, -3.9219], [-0.5010, 0.9430, -3.1825]], "forces_ev_per_angstrom": [[-1.07, 3.84, -0.84], [-1.93, 0.83, -0.83], [0.51, -1.68, -1.42], [0.13, -0.04, -0.49], [-1.04, -1.36, 0.86], [0.52, 0.33, -0.79], [-1.59, -1.21, -1.30], [-0.78, 0.57, -0.06], [0.92, -0.64, 0.42], [-0.47, -1.55, -0.79], [0.75, -0.72, 0.38], [0.08, 2.41, 0.78], [0.15, -1.63, 0.59], [-1.09, -0.01, -0.42], [1.60, -0.29, -0.23], [-0.53, -0.13, -0.02], [0.42, -1.91, 0.24], [0.69, -0.48, -0.71], [1.27, 0.24, 2.13], [0.45, 0.64, 0.32], [0.23, -0.18, 0.78], [-0.13, 1.09, -0.22], [0.38, 1.67, 1.00], [0.18, -0.16, 0.10], [0.35, 0.37, 0.50]], "relative_energy_ev": 1.562, "smiles": "[NH3+]CCSSc1ccccc1C(=O)[O-]", "orbital_gap_ev": 7.4}

{"formula": "C2H3Br2NO2", "method": "ωB97M-V with the def2-TZVPD basis set", "elements": ["C", "C", "N", "O", "O", "Br", "Br", "H", "H", "H"], "coordinates": [[-1.0774, -0.6645, 0.2137], [0.0308, 0.2696, 0.3638], [0.1445, 1.4405, -0.4287], [1.0640, 2.2446, -0.2320], [-0.8061, 1.5651, -1.2089], [1.6234, -0.1965, 1.0612], [3.3153, -1.6774, -0.3506], [-1.0815, -1.2960, -0.6265], [-1.1766, -1.4176, 1.1543], [-2.0364, -0.2678, 0.0537]], "forces_ev_per_angstrom": [[-0.41, -2.38, 3.24], [1.12, -0.47, 0.23], [-0.75, 1.29, -0.38], [-1.24, -0.95, -0.62], [0.92, 0.52, 0.15], [-0.17, -0.22, 0.76], [0.15, -0.17, -0.23], [1.03, -1.02, -1.42], [0.49, 1.93, -2.09], [-1.15, 1.47, 0.35]], "relative_energy_ev": 3.130, "orbital_gap_ev": [7.1, 7.6]}

{"formula": "C2H10O3Si2", "method": "ωB97M-V with the def2-TZVPD basis set", "elements": ["C", "C", "O", "O", "O", "Si", "Si", "H", "H", "H", "H", "H", "H", "H", "H", "H", "H"], "coordinates": [[2.4070, 0.8924, -0.9144], [-2.2357, 0.9590, 0.0701], [-0.7954, -1.1146, -1.7980], [1.3466, 0.3821, -1.5801], [-0.8616, 1.0926, -0.2126], [0.0714, -1.7739, 2.1537], [0.0232, -0.2348, -0.7320], [2.6280, 0.3391, -0.0014], [2.1859, 2.0339, -0.7288], [3.3141, 0.9278, -1.4917], [-2.7744, 0.9251, -0.8263], [-2.4240, 1.9366, 0.5563], [-2.2890, 0.0580, 0.5932], [-0.5754, -1.0671, -2.7584], [0.1135, -0.6024, 2.9321], [1.1260, -2.6708, 2.4701], [-1.2600, -2.0830, 2.2682]], "forces_ev_per_angstrom": [[0.94, 3.53, 1.38], [1.57, 2.35, 0.31], [-0.37, -0.63, -1.72], [-2.48, -2.03, -0.28], [2.06, -0.81, -1.20], [1.18, 2.16, -3.22], [0.64, 0.98, 1.68], [0.03, 0.29, 0.31], [0.54, -1.97, 0.34], [0.32, -0.41, -0.64], [-1.07, -0.23, -1.35], [-0.76, -1.06, 0.42], [-1.26, -1.16, 1.53], [-0.18, 0.01, 1.24], [0.49, 1.25, 0.93], [0.58, -0.92, 0.17], [-2.21, -1.33, 0.10]], "relative_energy_ev": 5.948, "orbital_gap_ev": 8.0}

{"formula": "C36H43AsBN6Re", "method": "ωB97M-V with the def2-TZVPD basis set", "elements": ["Re", "C", "C", "C", "C", "C", "C", "N", "N", "B", "N", "C", "C", "C", "N", "C", "C", "C", "N", "C", "C", "C", "N", "C", "C", "C", "H", "H", "H", "H", "H", "H", "H", "H", "H", "H", "H", "H", "H", "H", "H", "H", "H", "H", "H", "H", "H", "H", "H", "H", "H", "H", "H", "H", "C", "C", "C", "C", "C", "C", "As", "C", "C", "C", "C", "C", "C", "C", "C", "C", "C", "C", "C", "H", "H", "H", "H", "H", "H", "H", "H", "H", "H", "H", "H", "H", "H", "H"], "coordinates": [[-1.2192, -0.3466, -0.3547], [0.8744, -2.4656, -3.7221], [0.0591, -1.1735, -3.8519], [0.6996, -0.0036, -3.1216], [-1.3428, -1.4378, -3.4095], [-2.3041, -2.0438, -4.2130], [-3.4424, -2.1412, -3.4291], [-3.1748, -1.6271, -2.2327], [-1.8903, -1.1993, -2.1880], [-4.1617, -1.3940, -1.0868], [-3.6052, -2.0768, 0.1556], [-4.2505, -2.9403, 0.9345], [-3.4342, -3.2538, 2.0066], [-2.2651, -2.5255, 1.8184], [-2.3851, -1.7969, 0.6746], [-1.0980, -2.6295, 2.7428], [-0.0338, -1.5921, 2.4433], [-0.5300, -4.0533, 2.6945], [-4.1504, 0.1127, -0.8006], [-5.1755, 0.9581, -0.8642], [-4.7028, 2.2382, -0.6334], [-3.3348, 2.1021, -0.4236], [-3.0103, 0.7866, -0.5156], [-2.4271, 3.2549, -0.1542], [-0.9619, 2.8534, -0.1833], [-2.7829, 3.8873, 1.1983], [1.8844, -2.3159, -4.0929], [0.4114, -3.2542, -4.3079], [0.9246, -2.7924, -2.6871], [0.0196, -0.9292, -4.9190], [0.5508, -0.1102, -2.0243], [0.2745, 0.9434, -3.4500], [1.7692, 0.0007, -3.3241], [-2.1843, -2.3629, -5.2288], [-4.4010, -2.5529, -3.6792], [-5.2299, -1.7884, -1.3539], [-5.2353, -3.2941, 0.7020], [-3.6491, -3.9078, 2.8266], [-1.4674, -2.4634, 3.7622], [0.4824, -1.8349, 1.5012], [0.7114, -1.5950, 3.2372], [-0.4859, -0.5886, 2.4074], [-0.1540, -4.2969, 1.7051], [-1.2978, -4.7728, 2.9528], [0.2791, -4.1588, 3.4093], [-6.1744, 0.6245, -1.0652], [-5.2611, 3.1517, -0.6344], [-2.6152, 4.0025, -0.9351], [-0.7468, 2.2234, 0.6957], [-0.3324, 3.7380, -0.1160], [-0.7113, 2.3297, -1.1176], [-2.6260, 3.1744, 2.0046], [-3.8228, 4.1956, 1.2197], [-2.1677, 4.7637, 1.3820], [2.5604, 0.8615, 5.1078], [3.3752, 0.1288, 4.2597], [3.0668, 0.0121, 2.9138], [1.9658, 0.6947, 2.4080], [1.1544, 1.4416, 3.2574], [1.4616, 1.5441, 4.6024], [1.5771, 0.6309, 0.4978], [2.1954, 2.3524, -0.1518], [2.6064, 2.4639, -1.4834], [3.1239, 3.6514, -1.9636], [3.1960, 4.7601, -1.1274], [2.8101, 4.6483, 0.2035], [2.2800, 3.4667, 0.6855], [2.8708, -0.6142, -0.2428], [4.1925, -0.2083, -0.4035], [5.1334, -1.1106, -0.8634], [4.7683, -2.4099, -1.1834], [3.4504, -2.8178, -1.0274], [2.5057, -1.9178, -0.5659], [2.7635, 0.8795, 6.1680], [4.2568, -0.3627, 4.6436], [3.7008, -0.5855, 2.2712], [0.2683, 1.9446, 2.8763], [0.8375, 2.1355, 5.2536], [2.5409, 1.6065, -2.1426], [3.4637, 3.7153, -2.9865], [3.5230, 5.7127, -1.5179], [2.9293, 5.4908, 0.8689], [1.9486, 3.4145, 1.7157], [4.4909, 0.7999, -0.1444], [6.1583, -0.7954, -0.9748], [5.5018, -3.1044, -1.5620], [3.1654, -3.8280, -1.2768], [1.4613, -2.2230, -0.4706]], "forces_ev_per_angstrom": [[-2.60, -0.33, -1.01], [-0.11, 0.07, -0.10], [0.17, -0.08, 0.31], [-0.26, -0.07, -0.34], [-0.17, -0.16, -1.01], [0.09, 0.20, 0.53], [0.68, 0.08, -0.29], [-0.61, -0.39, 0.15], [1.40, 0.74, 1.12], [0.69, 0.19, 0.29], [-0.40, -0.07, -0.29], [0.53, -0.27, 0.73], [-0.13, 0.31, -0.49], [-0.38, -0.26, 0.26], [0.98, 0.32, 0.25], [0.25, 0.11, -0.24], [-0.48, -0.28, 0.06], [-0.05, 0.15, 0.10], [-0.58, -0.51, 0.04], [0.42, 0.53, 0.11], [0.37, -0.40, 0.04], [-0.64, 0.76, -0.25], [1.84, -0.09, 0.31], [0.30, -0.17, 0.26], [-0.50, 0.06, -0.13], [0.00, 0.01, -0.16], [0.12, 0.02, -0.01], [0.01, -0.13, -0.02], [0.02, -0.09, 0.13], [-0.11, 0.06, 0.14], [0.21, 0.06, -0.02], [-0.03, 0.12, 0.12], [0.05, 0.06, 0.22], [0.05, -0.04, -0.18], [-0.28, 0.04, 0.13], [-0.39, -0.09, -0.10], [-0.21, 0.05, -0.19], [-0.05, -0.16, 0.13], [-0.05, 0.10, -0.18], [0.04, 0.02, 0.01], [0.15, 0.21, -0.13], [0.10, 0.05, 0.01], [0.06, -0.03, -0.20], [-0.06, -0.16, 0.02], [0.14, -0.01, 0.10], [-0.15, -0.22, -0.12], [-0.12, 0.18, 0.03], [0.06, -0.18, 0.02], [0.07, 0.02, 0.00], [0.21, -0.09, 0.01], [0.16, -0.01, 0.00], [0.01, -0.10, 0.14], [-0.10, 0.06, 0.05], [0.07, 0.09, 0.01], [-0.02, 0.01, 0.03], [0.01, -0.06, 0.03], [0.19, -0.07, -0.44], [-0.61, -0.04, -0.11], [-0.28, 0.28, -0.17], [-0.06, -0.13, -0.08], [1.14, 0.11, 0.04], [-0.44, -0.06, -0.28], [-0.10, -0.47, -0.12], [-0.08, 0.09, 0.04], [-0.08, -0.13, 0.01], [0.02, 0.13, -0.05], [-0.14, -0.24, 0.41], [-0.52, -0.21, -0.15], [-0.08, 0.46, 0.23], [0.09, -0.09, -0.06], [-0.15, 0.02, 0.03], [-0.01, 0.05, -0.04], [-0.43, 0.09, 0.13], [0.11, 0.13, 0.06], [0.01, -0.10, 0.04], [-0.02, 0.00, 0.02], [0.09, 0.03, 0.05], [-0.08, 0.03, 0.07], [0.08, 0.08, 0.03], [-0.03, 0.02, -0.08], [0.19, 0.01, 0.03], [-0.11, 0.06, 0.04], [0.11, -0.01, -0.02], [0.05, -0.01, -0.05], [0.12, 0.06, -0.02], [0.10, -0.06, 0.01], [-0.06, -0.10, -0.02], [0.19, -0.11, 0.02]], "charge": 3, "relative_energy_ev": 2.726, "multiplicity": 2, "s_squared": 0.7961, "orbital_gap_ev": [5.2, 5.0]}

{"formula": "C4H10N2", "method": "ωB97M-V with the def2-TZVPD basis set", "elements": ["C", "C", "C", "C", "N", "N", "H", "H", "H", "H", "H", "H", "H", "H", "H", "H"], "coordinates": [[-1.2382, 0.8929, -0.5295], [-0.9463, -0.5946, -0.7535], [0.4183, -1.0556, -0.4203], [1.3710, -0.2176, 0.1756], [2.4128, -0.6553, 0.8286], [-1.1763, 1.1700, 0.8840], [-0.5073, 1.5079, -1.0566], [-2.1926, 1.0435, -1.0376], [-1.1492, -0.9023, -1.7943], [-1.6452, -1.1793, -0.1495], [0.5820, -2.1033, -0.6431], [1.2758, 0.8300, -0.0748], [2.4838, -1.6295, 1.0928], [3.2443, -0.0991, 0.9750], [-0.9464, 2.1283, 1.1003], [-1.9864, 0.8639, 1.4030]], "forces_ev_per_angstrom": [[-0.04, -0.75, -0.44], [0.40, 0.30, -0.67], [-0.94, 0.02, 0.37], [-0.25, -0.33, -0.84], [0.48, -0.20, -0.05], [0.48, 0.04, 0.10], [-0.02, 0.05, -0.02], [-0.18, 0.46, 0.25], [-0.07, 0.07, 0.22], [-0.08, -0.16, 0.07], [0.50, -0.06, 0.35], [0.27, 0.18, 0.46], [0.01, -0.01, -0.11], [-0.22, 0.23, 0.25], [-0.29, 0.05, 0.05], [-0.04, 0.11, 0.01]], "charge": 1, "relative_energy_ev": 0.744, "multiplicity": 2, "s_squared": 0.7574, "orbital_gap_ev": [9.9, 6.8]}

{"formula": "C7H15N2", "method": "ωB97M-V with the def2-TZVPD basis set", "elements": ["C", "C", "C", "C", "C", "C", "C", "N", "N", "H", "H", "H", "H", "H", "H", "H", "H", "H", "H", "H", "H", "H", "H", "H"], "coordinates": [[2.1994, 1.0217, 0.4071], [1.2525, -0.3365, -1.1636], [0.6018, -0.5529, 0.1898], [0.4433, -1.9555, 0.7082], [-1.5145, 1.5129, 0.7329], [-2.0898, -0.1717, -1.0617], [-1.6276, 0.0830, 0.3250], [2.2430, 0.6901, -0.8691], [1.2875, 0.3363, 1.0493], [2.8369, 1.7666, 0.8519], [1.7227, -1.2536, -1.5381], [0.5537, 0.0177, -1.9309], [0.0323, -1.9465, 1.7145], [1.3991, -2.4830, 0.7377], [-0.2321, -2.5198, 0.0719], [-1.3226, 1.6284, 1.7951], [-2.4473, 2.0328, 0.5008], [-0.7367, 2.0300, 0.1691], [-1.5611, 0.4546, -1.7796], [-3.1479, 0.0893, -1.1433], [-1.9876, -1.2158, -1.3451], [-1.9187, -0.6312, 1.0776], [2.9337, 0.9990, -1.5335], [1.0799, 0.4041, 2.0339]], "forces_ev_per_angstrom": [[0.10, 0.01, -0.13], [-0.44, -0.37, -0.28], [-3.64, -0.26, 0.32], [0.39, 0.12, -0.09], [-0.25, -0.04, 0.07], [-0.15, -0.11, 0.04], [3.27, -0.13, -0.79], [0.15, 0.17, 0.17], [0.50, 0.33, 0.24], [0.06, 0.08, 0.10], [0.02, 0.11, 0.04], [0.03, -0.04, 0.06], [-0.06, -0.04, 0.08], [0.11, -0.12, 0.00], [-0.08, -0.04, -0.06], [0.04, 0.08, 0.12], [-0.08, 0.06, 0.10], [0.04, 0.03, -0.06], [0.03, 0.06, -0.06], [-0.10, -0.01, -0.05], [-0.01, -0.10, -0.07], [-0.07, -0.15, 0.14], [0.01, 0.20, 0.15], [0.14, 0.19, -0.04]], "charge": 1, "relative_energy_ev": 1.680, "orbital_gap_ev": 8.3}